1.
Molecular formula: H18O9
Method: DFT, ωB97M-V/def2-TZVPD

The geometry in XYZ format:
```
27
Properties=species:S:1:pos:R:3:nbo_charge:R:1
O 2.74 3.02 -1.26 -0.969
H 2.36 2.20 -1.59 0.486
H 3.70 2.99 -1.14 0.483
O 0.18 -3.66 1.12 -0.956
H 0.25 -4.48 0.60 0.482
H -0.40 -3.14 0.55 0.486
O -1.09 2.40 3.76 -0.932
H -0.33 2.42 3.15 0.469
H -1.37 1.48 3.67 0.461
O 0.66 1.64 1.02 -0.967
H 1.54 2.04 1.11 0.487
H 0.67 0.92 1.66 0.487
O 0.81 -2.77 -1.54 -0.997
H 0.45 -2.06 -2.10 0.509
H 1.50 -3.25 -2.01 0.470
O 1.48 -1.12 1.35 -0.973
H 1.26 -2.07 1.32 0.507
H 1.74 -0.99 2.27 0.456
O -0.59 1.80 -1.61 -0.981
H -0.26 2.71 -1.61 0.485
H -0.19 1.46 -0.80 0.502
O -4.17 -0.28 0.20 -0.939
H -3.23 -0.45 0.18 0.470
H -4.62 -1.11 0.38 0.468
O -0.39 -0.72 -3.00 -0.984
H -0.48 0.15 -2.58 0.508
H -0.68 -0.54 -3.90 0.480
```

Output
ΔE to the lowest compared entry with this formula, charge and spin = 49.0 kcal/mol
HOMO level = -11.130 eV
HOMO-LUMO gap = 11.264 eV
net charge = 0

***

2.
Molecular formula: H18O9
Method: DFT, ωB97M-V/def2-TZVPD

The geometry in XYZ format:
```
27
Properties=species:S:1:pos:R:3:nbo_charge:R:1
O 0.00 0.78 -0.52 -0.920
H -0.79 1.06 -1.00 0.462
H 0.62 1.51 -0.63 0.461
O 3.57 -1.73 1.83 -0.938
H 2.81 -1.17 1.64 0.474
H 3.73 -2.19 1.00 0.464
O 0.59 -1.68 -0.84 -0.940
H 1.51 -1.93 -0.72 0.468
H 0.52 -1.48 -1.78 0.470
O -2.17 -2.67 -1.71 -0.952
H -1.89 -3.24 -0.98 0.476
H -2.14 -1.78 -1.33 0.476
O 2.65 4.33 0.20 -0.932
H 2.27 4.04 -0.63 0.463
H 1.97 4.88 0.60 0.470
O -2.37 -0.04 0.66 -0.927
H -2.07 0.81 0.31 0.468
H -3.32 -0.02 0.51 0.458
O -3.48 1.85 -1.72 -0.938
H -3.79 2.77 -1.79 0.475
H -3.93 1.52 -0.94 0.463
O 3.61 -0.90 -1.49 -0.948
H 4.44 -1.38 -1.42 0.472
H 3.75 -0.11 -0.95 0.477
O -2.27 -0.41 3.67 -0.938
H -2.02 0.23 3.00 0.478
H -2.60 0.14 4.39 0.459
```

Output
ΔE to the lowest compared entry with this formula, charge and spin = 75.6 kcal/mol
HOMO level = -10.269 eV
HOMO-LUMO gap = 10.127 eV
net charge = 0

***

3.
Molecular formula: H18O9
Method: DFT, ωB97M-V/def2-TZVPD

The geometry in XYZ format:
```
27
Properties=species:S:1:pos:R:3:nbo_charge:R:1
O -1.86 1.75 2.77 -1.026
H -1.77 2.23 3.60 0.473
H -1.55 2.21 1.88 0.509
O 2.70 -0.92 1.11 -0.995
H 2.62 -1.73 1.64 0.473
H 1.64 -0.50 1.01 0.499
O 1.49 1.17 -2.37 -0.922
H 1.06 2.00 -2.05 0.453
H 0.94 0.77 -2.94 0.488
O 1.68 -2.20 -1.14 -0.910
H 2.36 -2.80 -1.06 0.476
H 1.91 -1.56 -0.55 0.489
O -0.56 3.20 1.14 -1.035
H -0.20 3.78 1.94 0.551
H -0.36 3.22 0.12 0.534
O -0.01 -1.74 -2.53 -1.027
H 0.72 -2.01 -2.08 0.463
H -0.80 -1.42 -2.13 0.488
O -2.44 -1.09 -1.03 -0.984
H -1.89 -1.34 -0.25 0.462
H -3.00 -0.49 -0.69 0.448
O -1.07 -1.97 0.77 -0.915
H -0.67 -1.09 0.85 0.500
H -1.89 -1.94 1.40 0.484
O 0.26 0.54 0.38 -0.986
H 0.27 1.29 0.83 0.488
H 0.43 0.64 -0.62 0.523
```

Output
ΔE to the lowest compared entry with this formula, charge and spin = 132.1 kcal/mol
HOMO level = -9.605 eV
HOMO-LUMO gap = 8.879 eV
net charge = 0

***

4.
Molecular formula: H18O9
Method: DFT, ωB97M-V/def2-TZVPD

The geometry in XYZ format:
```
27
Properties=species:S:1:pos:R:3:nbo_charge:R:1
O -0.23 3.17 -1.10 -0.978
H -0.32 2.18 -1.12 0.504
H -0.86 3.53 -0.49 0.466
O 0.06 -3.21 -1.62 -0.943
H 0.47 -2.39 -1.41 0.487
H 0.17 -3.27 -2.55 0.476
O -0.45 0.24 -0.36 -1.016
H 0.42 -0.09 -0.55 0.490
H -1.05 -0.46 -0.23 0.501
O 3.04 2.20 -0.63 -0.959
H 2.68 3.07 -0.66 0.478
H 2.35 1.73 -0.18 0.478
O 1.77 -0.92 -1.48 -0.958
H 2.50 -0.59 -1.00 0.489
H 2.23 -1.19 -2.28 0.487
O -0.69 1.18 2.72 -0.944
H -0.61 0.84 1.83 0.484
H -1.41 1.78 2.68 0.455
O 2.17 0.18 1.25 -0.934
H 2.97 -0.31 1.11 0.463
H 1.61 -0.51 1.56 0.479
O -3.71 -0.37 1.41 -0.923
H -4.55 -0.11 1.71 0.462
H -3.24 0.41 1.53 0.460
O -1.61 -2.14 0.20 -0.991
H -2.53 -2.38 0.25 0.492
H -1.17 -2.54 -0.58 0.494
```

Output
ΔE to the lowest compared entry with this formula, charge and spin = 55.4 kcal/mol
HOMO level = -10.910 eV
HOMO-LUMO gap = 10.939 eV
net charge = 0

***

5.
Molecular formula: H18O9
Method: DFT, ωB97M-V/def2-TZVPD

The geometry in XYZ format:
```
27
Properties=species:S:1:pos:R:3:nbo_charge:R:1
O -0.29 -0.40 0.22 -0.918
H 0.35 0.23 -0.14 0.460
H 0.23 -0.92 0.85 0.460
O -1.60 -1.23 -1.42 -0.905
H -1.99 -2.11 -1.42 0.456
H -2.00 -0.80 -2.19 0.452
O 4.21 -2.48 1.52 -0.938
H 3.92 -3.10 0.84 0.471
H 3.98 -1.61 1.15 0.466
O -3.48 -1.23 0.10 -0.934
H -3.55 -1.12 -0.85 0.466
H -3.59 -2.18 0.24 0.461
O -2.81 -1.08 3.62 -0.944
H -3.47 -0.63 3.06 0.476
H -2.15 -1.40 3.00 0.468
O 0.84 4.78 0.85 -0.930
H 1.49 4.10 0.63 0.458
H 1.37 5.50 1.21 0.472
O 3.19 2.18 0.19 -0.931
H 3.55 1.50 0.77 0.474
H 2.29 2.30 0.51 0.458
O 3.87 -1.40 -2.08 -0.944
H 4.76 -1.75 -2.21 0.470
H 3.66 -0.96 -2.91 0.474
O -4.63 1.13 -1.84 -0.939
H -3.91 0.95 -1.22 0.473
H -4.24 1.74 -2.48 0.468
```

Output
ΔE to the lowest compared entry with this formula, charge and spin = 97.8 kcal/mol
HOMO level = -10.538 eV
HOMO-LUMO gap = 10.539 eV
net charge = 0

***

6.
Molecular formula: H18O9
Method: DFT, ωB97M-V/def2-TZVPD

The geometry in XYZ format:
```
27
Properties=species:S:1:pos:R:3:nbo_charge:R:1
O 0.68 -0.70 -0.54 -0.930
H -0.18 -0.76 -0.13 0.475
H 0.46 -0.32 -1.37 0.467
O -3.48 0.87 1.58 -0.945
H -2.67 1.23 2.00 0.470
H -4.14 1.58 1.63 0.491
O -0.40 -2.78 -1.41 -0.934
H 0.48 -2.61 -1.73 0.466
H -0.23 -3.64 -0.85 0.468
O 1.19 -1.52 1.56 -0.891
H 0.31 -1.49 1.28 0.437
H 1.47 -2.33 1.08 0.472
O 3.13 -1.71 0.03 -0.969
H 2.20 -1.26 0.15 0.499
H 2.91 -2.34 -0.62 0.437
O -3.34 -0.92 0.27 -0.917
H -3.06 -1.53 1.01 0.447
H -2.90 -0.18 0.50 0.455
O 3.28 2.73 1.11 -0.931
H 3.63 3.17 1.95 0.466
H 2.39 2.59 1.40 0.465
O -2.85 2.07 -1.67 -0.926
H -3.05 2.78 -1.10 0.464
H -2.10 1.60 -1.29 0.462
O 1.91 2.13 -1.68 -0.953
H 1.47 1.31 -1.74 0.455
H 2.86 2.04 -1.40 0.499
```

Output
ΔE to the lowest compared entry with this formula, charge and spin = 129.9 kcal/mol
HOMO level = -10.784 eV
HOMO-LUMO gap = 10.373 eV
net charge = 0

***

7.
Molecular formula: H18O9
Method: DFT, ωB97M-V/def2-TZVPD

The geometry in XYZ format:
```
27
Properties=species:S:1:pos:R:3:nbo_charge:R:1
O 1.02 1.54 1.88 -0.952
H 0.65 2.05 2.62 0.465
H 0.31 1.57 1.25 0.484
O -2.18 0.24 1.93 -0.944
H -1.56 -0.03 2.60 0.470
H -2.42 -0.58 1.53 0.487
O -1.84 2.64 0.67 -0.976
H -1.70 2.57 -0.32 0.472
H -1.79 1.72 0.98 0.486
O -2.22 -2.78 1.44 -0.945
H -1.29 -2.64 1.53 0.470
H -2.52 -2.85 2.32 0.469
O 0.66 -2.41 1.11 -0.969
H 0.69 -2.65 2.01 0.489
H 0.67 -3.27 0.52 0.506
O 1.29 0.00 -3.16 -0.978
H 1.38 -0.99 -3.12 0.495
H 1.75 0.40 -2.43 0.491
O -0.25 0.33 -0.63 -0.956
H -0.33 0.05 -1.54 0.481
H -0.47 -0.49 -0.18 0.471
O 0.86 2.77 -3.60 -0.951
H 1.20 2.86 -4.49 0.467
H 0.75 1.83 -3.47 0.478
O 2.75 -0.75 0.21 -0.978
H 1.98 -1.23 0.50 0.490
H 2.61 0.09 -0.18 0.477
```

Output
ΔE to the lowest compared entry with this formula, charge and spin = 60.3 kcal/mol
HOMO level = -10.432 eV
HOMO-LUMO gap = 9.945 eV
net charge = 0

***

8.
Molecular formula: H18O9
Method: DFT, ωB97M-V/def2-TZVPD

The geometry in XYZ format:
```
27
Properties=species:S:1:pos:R:3:nbo_charge:R:1
O -0.15 2.13 -1.41 -0.988
H -1.07 2.37 -1.60 0.518
H 0.19 1.74 -2.23 0.485
O 1.50 2.48 1.06 -0.967
H 2.17 1.90 0.68 0.468
H 0.86 2.60 0.34 0.502
O 2.10 -1.61 0.14 -0.973
H 2.68 -0.96 -0.27 0.475
H 1.99 -1.29 1.05 0.514
O -1.27 -3.06 0.20 -0.957
H -1.23 -2.13 -0.08 0.488
H -1.73 -3.04 1.04 0.458
O 2.42 -3.85 -1.59 -0.960
H 2.37 -4.51 -0.89 0.465
H 2.15 -3.03 -1.17 0.486
O -2.80 3.02 -1.20 -0.978
H -3.04 3.67 -0.53 0.478
H -2.97 2.15 -0.80 0.495
O -3.22 0.33 -0.27 -0.961
H -3.63 0.71 0.52 0.468
H -2.30 0.09 0.00 0.504
O -0.51 -0.38 -0.23 -1.030
H 0.40 -0.69 -0.08 0.509
H -0.41 0.47 -0.69 0.495
O 1.89 0.10 2.34 -0.988
H 1.60 1.01 2.44 0.512
H 2.00 -0.24 3.24 0.481
```

Output
ΔE to the lowest compared entry with this formula, charge and spin = 34.0 kcal/mol
HOMO level = -10.558 eV
HOMO-LUMO gap = 10.615 eV
net charge = 0

***

9.
Molecular formula: H18O9
Method: DFT, ωB97M-V/def2-TZVPD

The geometry in XYZ format:
```
27
Properties=species:S:1:pos:R:3:nbo_charge:R:1
O 1.99 -1.32 -0.03 -0.984
H 2.91 -1.04 -0.05 0.508
H 1.80 -1.45 0.90 0.506
O -0.78 2.03 2.54 -0.921
H -0.33 1.41 1.96 0.496
H -1.19 1.48 3.21 0.490
O 0.31 3.00 -0.53 -0.685
H 0.78 2.86 -1.35 0.503
H 0.13 2.12 -0.21 0.491
O 0.74 -2.62 2.44 -0.939
H 1.33 -3.38 2.44 0.487
H 0.21 -2.72 1.65 0.463
O -0.11 0.31 0.44 -0.999
H 0.62 -0.26 0.19 0.508
H -0.87 -0.26 0.43 0.489
O -3.55 -0.30 0.10 -0.980
H -3.80 -0.44 -0.82 0.502
H -3.56 -1.18 0.48 0.497
O -2.86 2.40 0.76 -0.432
H -3.00 1.47 0.63 0.504
H -2.01 2.46 1.20 0.504
O 0.90 0.69 -2.79 -0.977
H 1.00 0.83 -3.73 0.486
H 1.48 -0.04 -2.59 0.488
O 2.60 -1.74 -2.69 -0.968
H 2.16 -1.78 -1.84 0.476
H 3.12 -2.54 -2.73 0.488
```

Output
ΔE to the lowest compared entry with this formula, charge and spin = 0.0 kcal/mol
multiplicity = 2
HOMO level (spin up / spin down) = -14.428 / -14.422 eV
HOMO-LUMO gap (spin up / spin down) = 11.124 / 4.381 eV
net charge = +1

***

10.
Molecular formula: H18O9Pb
Method: DFT, ωB97M-V/def2-TZVPD

The geometry in XYZ format:
```
28
Properties=species:S:1:pos:R:3:nbo_charge:R:1
Pb -3.22 -34.24 0.06 1.630
O -1.88 -36.56 0.60 -0.965
H -1.82 -37.31 1.20 0.511
H -1.01 -36.50 0.21 0.493
O -4.20 -34.36 2.41 -0.972
H -3.81 -33.99 3.20 0.514
H -4.91 -34.92 2.74 0.510
O -3.34 -31.50 0.10 -0.965
H -2.78 -30.95 -0.45 0.499
H -3.96 -30.89 0.49 0.502
O -4.72 -36.32 -0.13 -0.972
H -4.29 -37.17 -0.23 0.516
H -5.64 -36.50 -0.31 0.509
O -1.39 -33.39 2.15 -0.967
H -0.71 -33.84 2.65 0.501
H -1.13 -32.47 2.16 0.496
O -3.60 -33.13 -2.39 -0.962
H -4.12 -33.46 -3.12 0.503
H -3.42 -32.22 -2.62 0.497
O -2.29 -35.71 -2.20 -0.949
H -1.34 -35.69 -2.35 0.494
H -2.67 -35.44 -3.04 0.492
O -0.77 -33.47 -0.88 -0.962
H 0.05 -33.69 -0.43 0.500
H -0.59 -32.64 -1.32 0.498
O -5.61 -33.31 0.08 -0.959
H -6.54 -33.56 0.10 0.513
H -5.59 -32.43 0.46 0.495
```

Output
ΔE to the lowest compared entry with this formula, charge and spin = 4.8 kcal/mol
HOMO level = -17.705 eV
HOMO-LUMO gap = 11.738 eV
net charge = +2